The ion C8H5N2O4S with charge -1 in a non-equilibrium geometry, computed with wB97M-V/def2-TZVPD.

```
20
Properties=species:S:1:pos:R:3:forces:R:3:lowdin_charge:R:1
C 2.4411 -2.9588 -0.3194 -0.570 -1.183 -0.038 -0.220
C -0.7312 0.8512 0.0053 0.103 1.616 -0.323 -0.108
C -0.6422 -0.2596 -0.8089 0.808 0.039 0.867 -0.090
C 0.3284 1.1836 0.8830 -1.469 0.965 0.008 -0.105
C 0.4577 -1.0791 -0.7192 -0.031 1.571 1.787 -0.047
C 1.4493 0.4250 0.9342 -0.812 -1.223 0.423 -0.074
C 1.4721 -0.7737 0.1536 1.328 1.889 0.710 -0.199
C 2.6044 -1.6425 0.1240 3.512 0.453 2.286 -0.162
N 2.0223 -3.9833 -0.6729 0.657 0.491 0.043 0.138
N 3.8588 -1.3557 0.8103 -2.833 -0.628 -2.608 -0.322
O 5.2148 0.3949 -1.3252 -0.029 -0.114 0.065 -0.437
O 4.6874 -2.2532 0.9082 0.179 0.793 0.572 0.031
O 4.0868 -0.1080 1.1076 0.551 -1.569 0.809 -0.217
O 4.4534 2.2983 0.0022 -0.261 -0.652 -0.143 -0.455
S 4.1192 1.0278 -0.6276 0.413 1.222 -0.628 0.811
H -1.4809 1.6335 -0.1798 -0.085 -0.683 0.302 0.092
H -1.3558 -0.5862 -1.4926 -1.560 0.084 -1.011 0.079
H 0.2630 2.0650 1.5765 -0.108 -0.843 -0.957 0.116
H 0.6071 -2.0018 -1.1383 -0.498 -1.874 -1.772 0.066
H 2.1102 0.6942 1.7379 0.706 -0.354 -0.392 0.103
```
Positions in Å, forces in eV/Å.

The value obtained for the LUMO energy (spin up / spin down) is 2.989 / 2.987 eV. Its largest force on an atom is 4.22 eV/A. As for the charge: -1. Its gap between HOMO and LUMO (spin up / spin down) is 7.47 / 7.46 eV.


A structure of composition C8H6AuCl2N2O3Ti in a non-equilibrium geometry, computed with wB97M-V/def2-TZVPD.

```
23
Properties=species:S:1:pos:R:3:forces:R:3:lowdin_spin:R:1
Ti -0.4773 -0.1050 -7.5529 0.060 4.763 7.340 0.994
Au -0.3236 -1.8395 -0.0515 1.192 0.764 -0.208 0.289
Cl -1.0646 1.6394 -6.2853 0.598 -2.061 -1.570 -0.114
Cl 1.7134 -2.4494 -0.7503 -0.057 0.131 -0.382 0.570
C -1.6453 -2.5277 1.1874 0.224 -3.855 5.930 0.035
C -0.9921 0.3289 -9.3046 -3.069 1.680 -12.686 0.025
C -0.0057 -2.0303 -7.9680 2.541 -9.979 -4.539 0.002
O -1.5498 -3.1374 2.1848 -1.389 3.018 -4.804 0.007
O -1.2252 0.3839 -10.4594 1.403 -0.169 7.309 0.089
O 0.2544 -3.0126 -8.5462 -1.549 5.793 3.646 0.004
N 0.8201 2.0180 5.4311 -0.552 -1.279 -2.121 0.453
C 0.5523 1.3359 4.2811 0.154 0.389 0.826 0.088
C 1.2772 0.1890 3.8964 1.200 -0.793 -0.122 0.172
C 0.9842 -0.4557 2.6917 0.243 -0.444 0.326 -0.031
N -0.0088 -0.0627 1.8816 0.118 0.264 0.268 0.246
C -0.7098 1.0209 2.2253 -0.371 0.483 0.287 -0.029
C -0.4708 1.7378 3.4052 -1.026 0.741 -0.738 0.181
H 1.5575 1.7008 6.0424 0.253 0.077 0.423 0.007
H 0.2591 2.8228 5.6747 -0.011 0.305 0.303 0.007
H 2.1088 -0.1203 4.5370 -0.258 -0.264 -0.383 0.005
H 1.4880 -1.3502 2.3045 0.273 0.458 0.797 -0.003
H -1.4904 1.2839 1.5150 0.039 0.324 0.418 -0.004
H -1.0514 2.6295 3.6601 -0.014 -0.345 -0.320 0.005
```
Positions in Å, forces in eV/Å.

The value obtained for the LUMO energy (spin up / spin down) is -16.949 / -16.594 eV. Its largest force on an atom is 13.16 eV/A. As for the charge: +4. Its gap between HOMO and LUMO (spin up / spin down) is 4.47 / 4.45 eV. Its multiplicity is 4.


The molecule C8H6ClOP in a non-equilibrium geometry, computed with wB97M-V/def2-TZVPD.

```
17
Properties=species:S:1:pos:R:3:forces:R:3:lowdin_charge:R:1
C -1.7834 1.1522 -0.7053 -0.683 1.154 -0.300 -0.104
C -2.2177 0.7754 0.5365 2.074 -2.211 1.174 -0.083
C -0.5990 0.6542 -1.2179 -0.140 0.482 -1.284 -0.041
C -1.4685 -0.1065 1.3384 1.604 -0.134 -1.466 0.003
C 0.1316 -0.3543 -0.5183 -2.465 1.382 0.271 -0.284
C -0.2906 -0.6745 0.8558 -0.091 1.488 -3.235 -0.327
C 2.8285 -0.1764 0.5786 -0.804 -0.808 0.005 -0.916
C 1.1049 -0.9542 -1.2877 1.403 0.710 0.396 0.083
O 0.5857 -1.4202 1.5237 0.456 -0.613 0.997 -0.361
P 2.1173 -0.8193 1.9373 0.795 0.440 -0.333 0.893
Cl 4.3018 0.5686 0.2251 -0.470 -0.183 0.159 0.541
H -2.4530 1.9157 -1.1317 0.854 -0.430 -0.622 0.113
H -3.0839 1.0671 1.0141 -1.892 1.157 0.344 0.080
H -0.2370 0.9895 -2.2659 -0.650 -0.636 1.953 0.139
H -1.7048 -0.2920 2.3384 -0.649 -0.309 1.390 0.097
H 1.4728 -1.9124 -0.9643 0.419 -0.164 -0.535 0.069
H 1.2954 -0.4127 -2.2567 0.239 -1.324 1.088 0.098
```
Positions in Å, forces in eV/Å.

The value obtained for the LUMO energy (spin up / spin down) is -1.056 / -0.745 eV. Its largest force on an atom is 3.56 eV/A. As for the charge: 0. Its gap between HOMO and LUMO (spin up / spin down) is 6.35 / 7.60 eV.


A structure of composition C8H6F3N2 in a non-equilibrium geometry, computed with wB97M-V/def2-TZVPD.

```
19
Properties=species:S:1:pos:R:3:forces:R:3:lowdin_charge:R:1
C -2.4274 1.4440 -0.0845 1.272 2.174 -1.375 0.280
C 2.5098 -1.4315 0.7467 0.528 -0.075 -0.433 -0.071
C 1.5911 -2.3997 0.7606 -0.833 -3.309 -0.994 -0.064
C 2.0963 -0.1735 0.4477 -0.497 -0.189 1.270 -0.063
C 0.2992 -2.2445 0.3110 0.536 3.384 0.157 0.012
C 0.7799 0.1460 0.2389 -0.341 -0.618 -1.417 0.009
C -0.0996 -0.9428 0.0260 1.200 1.045 0.976 -0.189
C -2.0460 3.2488 -0.8364 0.749 -1.059 1.141 -0.491
N -1.9678 0.4050 -0.3689 -0.813 -0.142 0.576 0.062
N -1.4409 -0.7625 -0.3802 0.830 0.945 0.082 0.107
F -0.7192 3.2118 -0.8896 -1.564 -0.033 0.297 0.197
F -2.5715 3.2622 -2.0063 -0.226 0.006 0.449 0.262
F -2.4927 4.1483 0.0009 0.326 -1.368 -1.006 0.241
H 3.5386 -1.7089 0.8482 0.408 0.261 0.419 0.127
H 1.9648 -3.3933 0.8706 -0.101 -0.714 0.509 0.119
H 2.8380 0.4900 0.6912 1.336 2.525 -0.312 0.097
H -0.4772 -2.9006 0.1919 -1.125 -2.558 0.004 0.094
H 0.5935 1.1818 0.0033 -0.620 0.039 0.124 0.097
H -1.9688 -1.5808 -0.5709 -1.063 -0.314 -0.467 0.176
```
Positions in Å, forces in eV/Å.

The value obtained for the LUMO energy is -6.033 eV. Its largest force on an atom is 3.55 eV/A. As for the charge: +1. Its gap between HOMO and LUMO is 6.75 eV.


A structure of composition C8H6HgN2O5 in a non-equilibrium geometry, computed with wB97M-V/def2-TZVPD.

```
22
Properties=species:S:1:pos:R:3:forces:R:3:lowdin_charge:R:1
O 0.0048 3.7385 -3.5676 0.001 -2.499 0.899 0.163
C 0.0048 2.6692 -3.1857 0.000 2.992 -1.011 0.044
Hg 0.0051 0.1979 -2.2550 -0.005 4.360 1.269 0.752
O 0.0045 -1.2142 -5.1488 0.001 2.309 4.755 0.246
C 0.0047 -0.7021 -4.1092 -0.003 -4.310 -9.856 -0.066
C 0.0046 -1.9083 -1.5341 0.003 -9.092 3.093 -0.039
O 0.0051 -3.0036 -1.1415 -0.007 5.211 -1.744 0.211
C -2.0058 -0.0203 -2.2025 -10.547 -0.097 0.626 -0.061
O -3.1593 -0.1443 -2.1736 5.594 0.429 -0.187 0.247
C 2.0156 -0.0204 -2.2024 10.546 -0.095 0.634 -0.061
O 3.1690 -0.1447 -2.1734 -5.590 0.432 -0.194 0.247
C 1.0574 -0.6892 3.0947 0.566 -0.368 -0.388 0.001
N 0.0113 0.0658 2.3729 -0.174 -0.085 0.251 -0.153
C -1.0799 0.6758 3.1732 -0.358 0.213 -0.342 0.008
C 0.0141 0.2263 1.0730 0.215 -1.416 10.085 -0.250
N 0.0113 0.4373 -0.0075 -0.044 1.718 -7.325 0.106
H 0.8956 -0.6482 4.1754 -0.218 0.201 -0.384 0.102
H 2.0379 -0.2534 2.8881 -0.078 -0.120 0.026 0.100
H 1.0435 -1.7438 2.8031 0.047 0.168 0.018 0.097
H -1.0940 1.7481 2.9845 -0.142 0.002 0.091 0.101
H -2.0332 0.2244 2.8947 0.009 0.115 0.087 0.099
H -0.9171 0.5091 4.2418 0.185 -0.067 -0.403 0.103
```
Positions in Å, forces in eV/Å.

The value obtained for the LUMO energy is -8.730 eV. Its largest force on an atom is 10.76 eV/A. As for the charge: +2. Its gap between HOMO and LUMO is 7.55 eV.


The molecule C8H6N2 in a non-equilibrium geometry, computed with wB97M-V/def2-TZVPD.

```
16
Properties=species:S:1:pos:R:3:forces:R:3:lowdin_charge:R:1
N 0.9212 -3.2278 -0.8493 1.365 -2.121 -0.205 0.178
C 0.1560 -2.3958 -0.9158 0.215 -0.297 0.802 -0.266
C -0.5759 -1.2327 -0.8311 0.520 1.299 -1.768 -0.115
C -0.0458 -0.2151 -1.5164 1.808 -1.451 0.138 -0.109
C -0.6260 1.0907 -1.6553 -1.425 1.022 1.818 -0.073
C -0.9978 1.8044 -0.5406 1.585 -0.780 -0.563 -0.049
C -0.4204 1.4394 0.7871 -0.391 -2.460 -2.118 -0.077
C 0.1432 0.3391 1.2843 0.022 0.846 -0.071 -0.032
C 0.9051 -0.2996 2.0922 0.206 -0.916 0.498 -0.173
N 1.5954 -1.1491 2.6834 -0.936 0.333 -1.741 0.140
H -1.4533 -1.2856 -0.2913 -1.928 0.418 0.816 0.106
H 1.0054 -0.5004 -1.8743 -1.644 1.011 -0.188 0.160
H -0.8950 1.3213 -2.6620 -0.032 0.832 -0.507 0.100
H -1.3810 2.8456 -0.5175 -0.090 -1.018 -0.606 0.111
H -0.4687 2.2434 1.3849 0.211 2.881 2.414 0.058
H 2.1373 -0.7776 3.4220 0.516 0.400 1.279 0.043
```
Positions in Å, forces in eV/Å.

The value obtained for the LUMO energy is -0.949 eV. Its largest force on an atom is 3.76 eV/A. As for the charge: 0. Its gap between HOMO and LUMO is 7.72 eV. The SMILES is N#C/C=C/C=C\C=C=C=N.


| no. | DFT total energy (eV) |
| --- | --- |
| 1 | -30380.436 |
| 2 | -69318.739 |
| 3 | -32247.396 |
| 4 | -19514.125 |
| 5 | -25761.558 |
| 6 | -11368.129 |